(1)
Computed, not measured: C7H7NO in the gas phase at a distorted geometry, with the ωB97M-V functional and the def2-TZVPD basis.

Structure (XYZ):
```
16
Properties=species:S:1:pos:R:3:forces:R:3:nbo_charge:R:1
C 2.23751 0.40080 0.30685 1.2 2.2 1.5 -0.658
C 0.75472 0.30256 -0.01479 2.4 0.7 0.5 0.089
C 0.20731 -0.96228 -0.15193 -0.6 -2.5 -1.0 -0.185
C -1.13173 -1.23221 -0.23818 -2.2 1.4 1.0 -0.253
C -1.85479 -0.03150 -0.10152 -0.6 1.6 0.1 -0.027
C -1.44612 1.22120 -0.10328 4.4 -0.8 0.0 0.044
N 0.09369 1.48485 -0.10323 -5.1 -2.4 -0.1 0.198
O 0.58421 2.56900 -0.30345 1.2 1.9 0.4 -0.433
C -2.85646 1.09532 0.34504 0.3 -1.2 0.8 -0.359
H 2.77884 1.16233 -0.24923 -0.4 0.3 -0.6 0.242
H 2.51935 0.83269 1.37479 -1.2 -1.2 -1.7 0.230
H 2.87150 -0.45706 0.15679 -0.5 -0.8 0.1 0.228
H 0.85454 -1.83443 -0.37027 0.1 0.9 0.7 0.229
H -1.79700 -2.09305 -0.18814 1.3 -0.6 -0.4 0.238
H -3.61330 1.33935 -0.35640 -0.7 0.5 -0.4 0.206
H -3.17949 1.13008 1.41581 0.5 0.1 -0.9 0.209
```
Positions in Å, forces in eV/Å.

Computed properties:
F_max (Eh/bohr): 0.1103
E_HOMO (alpha / beta) (eV): -8.36 / -8.36
SMILES string: Cc1ccc2c([n+]1[O-])C2
Energy relative to the best compared isomer or geometry (same formula, charge and spin) (kJ/mol): 541.8
Frontier orbital gap (alpha / beta) (eV): 8.55 / 8.55

(2)
Computed, not measured: 2 unconnected molecules or ions with the total composition C7H7NO2S at a distorted geometry, with the ωB97M-V functional and the def2-TZVPD basis.

Structure (XYZ):
```
18
Properties=species:S:1:pos:R:3:forces:R:3:nbo_charge:R:1
C -2.48826 0.77545 -0.61147 -0.7 1.6 0.0 -0.164
C -2.03003 -0.38194 -1.25965 0.3 0.1 2.6 -0.238
C -1.75875 1.45297 0.36999 -0.3 -2.6 -0.5 -0.215
C -0.91775 -1.00527 -0.72596 2.2 -0.2 1.4 -0.144
C -0.56354 0.86001 0.78277 -0.4 0.7 -0.7 -0.169
C -0.08042 -0.30815 0.27381 -1.5 -0.6 -2.6 -0.166
C 1.31339 -0.73295 0.41074 0.0 -3.7 -1.0 -0.139
N 2.31333 -0.08333 1.26708 -1.3 -0.4 0.9 -0.890
O 3.92253 -0.82440 -0.63482 -1.4 0.9 0.3 -0.887
O 2.72667 1.35610 -0.86037 -0.2 -0.4 0.5 -0.866
S 2.79316 0.03698 -0.29983 0.9 -1.8 0.0 2.216
H -3.50199 1.13556 -0.89058 0.9 -0.1 0.2 0.213
H -2.80118 -0.85214 -1.79429 -0.3 -0.9 -1.3 0.222
H -2.12899 2.20005 1.02500 -0.6 1.0 -0.2 0.220
H -0.53787 -2.05412 -0.89241 -0.8 1.2 -0.5 0.221
H -0.00798 1.44694 1.43864 1.2 0.5 1.3 0.216
H 1.17375 -2.38318 0.31315 1.0 4.3 0.2 0.143
H 2.57392 -0.63858 2.08818 0.8 0.6 -0.6 0.425
```
Positions in Å, forces in eV/Å.

Computed properties:
F_max (Eh/bohr): 0.0854
E_HOMO (eV): -9.27
Energy relative to the best compared isomer or geometry (same formula, charge and spin) (kJ/mol): 357.4
Frontier orbital gap (eV): 9.19

(3)
Computed, not measured: C7H7NOS2 in the gas phase at a distorted geometry, with the ωB97M-V functional and the def2-TZVPD basis.

Structure (XYZ):
```
18
Properties=species:S:1:pos:R:3:forces:R:3:nbo_charge:R:1
C 0.87390 1.36048 -0.53635 0.4 0.4 0.0 -0.400
C 2.58127 -0.26738 0.15072 0.6 0.9 0.0 -0.469
C 0.25735 0.02557 -0.36106 0.0 0.1 -0.1 -0.008
C 1.36742 -0.90961 0.09285 -0.3 -1.0 0.1 -0.178
C -1.78211 -0.35473 -0.68012 0.0 -0.1 -0.3 0.698
C -0.55950 -0.49569 -1.58659 -0.1 0.0 -0.3 -0.460
C -1.30538 0.44739 1.71273 -0.3 -0.1 0.2 -0.418
N -1.01963 0.07938 0.35427 0.6 -0.1 0.3 -0.406
O -2.96143 -0.52304 -0.79547 -0.3 0.0 0.0 -0.578
S 2.50747 1.39591 -0.23443 -0.5 -0.7 0.0 0.632
S 1.19969 -2.55297 0.36776 -0.3 0.5 0.0 -0.039
H 0.32076 2.24356 -0.77955 -0.1 0.3 -0.1 0.241
H 3.51844 -0.70950 0.42326 0.2 -0.1 0.0 0.255
H -0.54921 0.14858 -2.46035 0.0 0.1 0.0 0.230
H -0.32072 -1.52106 -1.85681 0.0 -0.1 0.1 0.254
H -1.64229 -0.42037 2.28484 0.1 0.1 0.0 0.218
H -0.39955 0.84376 2.16829 0.0 0.0 0.0 0.213
H -2.08647 1.20974 1.73600 0.1 0.0 0.1 0.215
```
Positions in Å, forces in eV/Å.

Computed properties:
F_max (Eh/bohr): 0.0211
E_HOMO (alpha / beta) (eV): -8.40 / -7.94
Energy relative to the best compared isomer or geometry (same formula, charge and spin) (kJ/mol): 132.2
Frontier orbital gap (alpha / beta) (eV): 7.26 / 6.00

(4)
Computed, not measured: C7H7NS2Si in the gas phase at a distorted geometry, with the ωB97M-V functional and the def2-TZVPD basis.

Structure (XYZ):
```
18
Properties=species:S:1:pos:R:3:forces:R:3:nbo_charge:R:1
S -2.14330 -2.73510 2.72200 -0.9 0.7 0.0 -0.482
Si -0.07025 -2.11516 2.54157 -1.3 -0.7 -0.1 0.962
C -0.03861 -0.91906 1.06726 0.7 -2.1 -1.3 -0.261
N -0.12796 0.34520 0.97594 -0.6 0.1 1.4 -0.424
C -0.00051 0.81105 -0.29727 0.3 -0.7 -0.6 0.130
C -0.17843 2.06720 -0.77625 -0.9 3.3 3.0 -0.202
C 0.06702 2.36842 -2.05276 0.3 2.3 -2.0 -0.239
C 0.57708 1.49555 -2.96344 0.9 -3.0 -1.9 -0.186
C 0.71996 0.11447 -2.57040 0.9 1.8 -0.9 -0.225
C 0.38674 -0.13039 -1.23624 0.2 -2.7 -1.1 -0.202
S 0.32263 -1.75971 -0.54355 0.0 1.6 1.0 0.286
H -2.29982 -4.04584 2.99682 0.9 0.2 -0.1 0.174
H 0.44383 -3.53548 2.29942 0.6 1.3 0.2 -0.106
H 0.23918 -1.20045 3.66145 0.4 -0.5 0.1 -0.130
H -0.43686 2.98125 -0.13861 0.2 -1.8 -0.5 0.229
H -0.03391 3.41211 -2.37018 -0.1 -0.4 0.2 0.217
H 0.85213 1.83609 -4.01567 -0.4 -0.6 1.6 0.224
H 1.25688 -0.63738 -3.23614 -1.2 1.0 1.0 0.235
```
Positions in Å, forces in eV/Å.

Computed properties:
F_max (Eh/bohr): 0.0894
E_HOMO (eV): -8.90
SMILES string: S[SiH2]c1nc2ccccc2s1
Energy relative to the best compared isomer or geometry (same formula, charge and spin) (kJ/mol): 0.0
Frontier orbital gap (eV): 8.79

(5)
Computed, not measured: a gas-phase ion, C7H7O2 (charge +1) at a distorted geometry, with the ωB97M-V functional and the def2-TZVPD basis.

Structure (XYZ):
```
16
Properties=species:S:1:pos:R:3:forces:R:3:nbo_charge:R:1
C 2.43854 1.10441 0.31778 2.1 -0.6 -0.8 -0.155
C 1.73562 -1.32709 0.24023 2.4 0.0 0.5 -0.218
C 1.20625 1.55439 0.21856 -2.8 -0.8 -0.2 -0.249
C 0.51703 -0.85924 0.00503 2.4 2.2 -2.8 0.162
C 2.87284 -0.34970 -0.07911 -5.5 1.0 2.2 0.275
C 0.26737 0.51158 -0.39183 0.6 1.3 -3.0 0.050
C -1.89164 -0.86089 0.01103 -2.7 -0.5 1.3 -0.264
O 4.05895 -0.60311 -0.23930 2.2 -0.7 -0.4 -0.085
O -0.65783 -0.33497 0.44100 -0.7 0.3 3.5 -0.281
H 3.17905 1.85979 0.59362 0.3 -0.8 -0.1 0.268
H 1.92043 -2.29401 0.65651 0.6 -0.4 0.1 0.261
H 0.89949 2.57836 0.52474 0.3 -1.0 -0.4 0.274
H -0.14006 0.68127 -1.49473 0.4 -0.3 2.6 0.257
H -2.54898 0.04681 0.07723 0.2 -1.3 -0.6 0.239
H -1.70458 -1.32940 -0.93788 -0.5 0.1 -0.6 0.217
H -2.24711 -1.65389 0.77588 0.8 1.4 -1.2 0.249
```
Positions in Å, forces in eV/Å.

Computed properties:
F_max (Eh/bohr): 0.1169
⟨S²⟩: 2.029
E_HOMO (alpha / beta) (eV): -11.62 / -14.83
2S+1: 3
Frontier orbital gap (alpha / beta) (eV): 7.45 / 7.32
Charge: +1

(6)
Computed, not measured: C7H8 in the gas phase at a distorted geometry, with the ωB97M-V functional and the def2-TZVPD basis.

Structure (XYZ):
```
15
Properties=species:S:1:pos:R:3:forces:R:3:nbo_charge:R:1
C 2.14371 0.27163 1.08706 -0.5 0.3 -0.8 -0.636
C 0.76346 0.07685 0.48843 -0.1 -0.1 0.1 -0.004
C -0.02330 1.18790 0.23085 -0.5 -0.1 -0.2 -0.215
C -1.13000 1.09613 -0.61273 1.1 0.0 -0.2 -0.209
C -1.56057 -0.15441 -1.05443 -0.9 0.7 0.5 -0.227
C -0.97649 -1.29057 -0.53281 0.8 -0.1 0.6 -0.205
C 0.24703 -1.16409 0.12819 0.4 0.1 0.1 -0.219
H 2.20165 -0.03938 2.12921 0.2 0.0 -0.1 0.223
H 2.87682 -0.21591 0.44492 0.1 -0.5 0.3 0.221
H 2.37626 1.32792 0.93688 0.1 0.0 0.6 0.215
H 0.19047 2.12337 0.72141 0.4 0.4 -0.3 0.205
H -1.47709 2.04235 -1.00843 -0.7 -0.2 0.1 0.214
H -2.45195 -0.20665 -1.66633 0.0 -0.1 -0.1 0.214
H -1.43929 -2.26472 -0.53105 0.0 -0.1 -0.7 0.215
H 0.86696 -2.02566 0.35236 -0.3 -0.2 0.1 0.207
```
Positions in Å, forces in eV/Å.

Computed properties:
F_max (Eh/bohr): 0.0236
E_HOMO (eV): -9.05
SMILES string: Cc1ccccc1
Energy relative to the best compared isomer or geometry (same formula, charge and spin) (kJ/mol): 39.5
Frontier orbital gap (eV): 10.15

(7)
Computed, not measured: C7H8 in the gas phase at a distorted geometry, with the ωB97M-V functional and the def2-TZVPD basis.

Structure (XYZ):
```
15
Properties=species:S:1:pos:R:3:forces:R:3:nbo_charge:R:1
C -1.28677 1.09587 2.01738 2.5 -1.6 -3.4 -0.240
C -0.58912 0.66258 1.09345 -2.1 0.9 3.2 0.024
C 0.22877 -0.00823 0.10412 -1.1 0.8 0.7 -0.235
C -0.00623 0.50701 -1.24910 -3.2 1.6 -2.6 -0.164
C -1.25505 0.51692 -1.87386 2.3 -1.5 3.4 -0.349
C 1.61136 -0.35733 0.45270 1.6 -0.5 2.1 -0.387
C 0.57889 -1.42291 0.36499 0.4 -2.1 0.5 -0.381
H -1.89603 1.37461 2.81650 -0.5 0.4 0.6 0.230
H 0.77040 1.20385 -1.60447 -0.3 -0.6 -0.2 0.205
H -1.49518 1.09835 -2.71668 0.0 0.5 -1.0 0.201
H -2.09737 -0.04889 -1.38159 1.0 0.6 -0.7 0.198
H 2.03298 -0.28550 1.48132 -0.5 0.7 -1.0 0.229
H 2.32547 -0.31570 -0.34334 0.3 0.1 -0.3 0.215
H 0.77213 -2.06799 -0.48272 -0.7 -0.1 -0.1 0.221
H 0.30576 -1.95264 1.32128 0.1 0.9 -1.3 0.232
```
Positions in Å, forces in eV/Å.

Computed properties:
F_max (Eh/bohr): 0.0879
E_HOMO (eV): -9.29
SMILES string: C#CC1(C=C)CC1
Energy relative to the best compared isomer or geometry (same formula, charge and spin) (kJ/mol): 406.6
Frontier orbital gap (eV): 10.34

(8)
Computed, not measured: C7H8 in the gas phase at a distorted geometry, with the ωB97M-V functional and the def2-TZVPD basis.

Structure (XYZ):
```
15
Properties=species:S:1:pos:R:3:forces:R:3:nbo_charge:R:1
C 1.95285 -0.08557 -0.15006 0.3 -0.3 -0.4 -0.609
C 0.60047 0.09376 0.46453 0.7 0.3 1.3 -0.193
C -0.45617 -0.98437 0.23014 0.4 -0.2 -0.3 -0.229
C -1.16275 -0.12039 -0.81061 0.2 0.0 -0.4 -0.160
C -1.73324 -0.35403 0.62084 0.4 -0.3 0.7 -0.248
C -1.54880 1.05728 0.49850 -3.2 0.8 -0.3 -0.058
C -0.33741 1.07116 -0.24832 1.4 -0.5 0.1 -0.283
H 2.53452 0.83780 -0.08397 0.0 -0.1 0.1 0.215
H 2.50892 -0.88716 0.34327 0.0 0.1 -0.1 0.212
H 1.86196 -0.33787 -1.21015 0.0 0.0 0.0 0.204
H -0.31964 -2.05931 0.19244 0.0 0.1 0.0 0.237
H -1.65904 -0.34339 -1.74135 -0.1 0.2 0.1 0.256
H -2.63173 -0.90970 0.83557 -0.1 0.2 0.1 0.235
H 0.70924 0.36504 1.55886 0.0 -0.3 -1.0 0.194
H -0.00755 1.94756 -0.78867 0.1 0.1 0.1 0.227
```
Positions in Å, forces in eV/Å.

Computed properties:
F_max (Eh/bohr): 0.0649
E_HOMO (eV): -7.62
Energy relative to the best compared isomer or geometry (same formula, charge and spin) (kJ/mol): 502.4
Frontier orbital gap (eV): 8.66